# 1
Molecular formula: C4H40O16S
Method: DFT, ωB97M-V/def2-TZVPD

Structure (XYZ):
```
61
Properties=species:S:1:pos:R:3:mulliken_charge:R:1
S -3.1894 -2.1379 1.3517 0.134
O 2.2704 0.9455 2.8802 -0.634
O 1.1055 4.6988 1.5995 -0.642
O 3.1629 -0.3147 -0.8174 -0.653
O 3.9623 -2.2702 -2.3903 -0.755
O 0.6565 -1.5034 -3.1086 -0.602
O -3.0090 1.5786 2.7505 -0.699
O -3.4437 1.9677 -2.2570 -0.587
O 3.1154 -3.9283 0.2332 -0.623
O 1.1693 -3.6839 -1.5482 -0.497
O -0.5969 1.8332 3.7073 -0.629
O -3.9040 1.6428 0.3309 -0.641
O -0.6869 1.5032 -2.8853 -0.661
O 2.5558 -1.6073 1.3524 -0.740
O 1.4235 2.0279 0.3125 -0.504
O -2.8924 -1.2803 -3.1794 -0.535
O 1.8016 0.7625 -2.8125 -0.732
C 0.1401 1.6097 0.5471 -0.432
C -1.7660 -1.1824 2.1094 -0.424
C 0.0244 0.2768 1.2673 -0.618
C -1.5033 -0.1734 1.0518 0.317
H 1.0557 -2.4012 -2.6402 0.329
H -0.2140 -1.4078 -3.1661 0.175
H 0.6802 -4.4613 -1.7237 0.257
H -0.4305 1.5120 -0.3747 0.125
H -2.2044 1.6367 3.2748 0.369
H -3.4271 -0.9021 -3.7909 0.291
H 3.7537 -2.9326 -1.7725 0.369
H 0.2584 0.3379 2.3512 0.569
H 2.5616 0.1844 -1.3363 0.363
H -3.2614 1.0522 -2.0296 0.281
H 0.1337 2.3861 3.2286 0.248
H 2.6919 1.8855 3.0859 0.381
H -0.2946 2.2809 1.3300 0.645
H 0.6560 -0.5612 0.9927 0.135
H 3.6044 -0.9637 -1.2879 0.479
H 3.2525 -2.1789 -3.1248 0.312
H -3.6966 0.9804 3.0528 0.319
H -2.0534 0.7885 1.2607 -0.752
H -1.4782 1.9176 -3.1761 0.301
H -2.5331 -2.9563 0.4836 0.254
H -3.5880 2.4667 -1.4626 0.348
H -3.4255 1.4220 1.1335 0.561
H 2.2360 1.0217 1.9103 0.278
H 2.5688 -1.1418 0.4147 0.575
H 3.2159 -3.0681 0.5520 0.371
H 2.9596 -1.3965 2.2042 0.228
H -2.0083 -0.7813 3.0684 0.465
H 1.8397 1.3207 -0.2966 -0.029
H 0.9461 1.1194 -2.6554 0.585
H -0.3569 2.0706 4.5932 0.290
H -3.4392 -1.4765 -2.4807 0.252
H -4.4869 2.3192 0.5356 0.289
H -0.8662 -1.9265 2.1945 0.368
H 1.4747 -0.0398 -3.2401 0.364
H 1.6812 4.0804 1.0183 0.316
H 2.4341 -4.4155 0.4561 0.229
H 1.1076 -3.6177 -0.6362 0.251
H -1.6102 -0.5419 -0.0388 0.468
H 0.5582 4.9919 0.8285 0.331
H -0.6913 0.6310 -3.2315 0.168
```

The calculation puts the frontier orbital gap (alpha / beta) at 9.32 / 4.64 eV. Its spin multiplicity is 2. The HOMO energy (alpha / beta) comes out at -13.201 / -13.201 eV. The expectation value of S² is 0.754. Its total charge is +1.

=====

# 2
Molecular formula: C4H41N2O14
Method: DFT, ωB97M-V/def2-TZVPD

Structure (XYZ):
```
61
Properties=species:S:1:pos:R:3:mulliken_charge:R:1
O -2.9908 -0.1716 1.9542 -0.469
O 0.9763 3.4357 0.4830 -0.565
O 3.2541 -1.2202 -2.3565 -0.656
O 1.7776 2.8395 3.2631 -0.653
O -1.0395 -1.9812 3.1166 -0.563
O -0.8088 1.4558 3.2507 -0.542
O -0.6513 3.1938 -1.6409 -0.614
O 2.8856 0.8479 2.0376 -0.788
O -2.8776 -1.6605 -1.8437 -0.664
O -0.8887 0.6412 -3.9964 -0.714
O 1.5310 -1.3652 3.7396 -0.691
O -0.8741 -2.0665 -3.6367 -0.671
O -2.9896 1.2741 -2.4267 -0.532
O -2.8841 -2.6577 0.9512 -0.694
N 0.7478 -2.1936 -0.8583 -0.237
N 2.1843 0.6926 -0.4636 0.049
C 2.1541 1.5092 -1.7493 -0.627
C 0.7862 0.1848 0.0467 -0.766
C 1.0754 -2.7381 0.4539 -0.512
C 0.0502 -0.9288 -0.8177 0.960
H 0.3101 2.9212 -0.0705 0.186
H 3.8536 1.0103 2.4512 0.343
H 2.5196 -1.7502 -2.0168 0.319
H -3.7446 0.2312 1.7782 0.247
H -3.7866 1.5965 -2.6482 0.265
H 2.9131 -0.0532 -0.6503 0.402
H 0.3523 -2.8968 -1.4245 0.263
H 0.9337 -0.0969 1.0379 0.476
H 2.1075 -0.7420 3.3658 0.298
H 3.1980 -1.3513 -3.3001 0.309
H -0.1317 -1.7467 3.2315 0.203
H -2.7171 -2.6963 1.8752 0.265
H -2.8518 -0.9348 1.5812 0.301
H 0.0567 -0.5056 -1.8887 -0.680
H -1.0071 4.0947 -1.4648 0.311
H 1.3708 -3.7885 0.5906 0.475
H -2.3634 -1.9195 -2.6212 0.393
H -1.2055 0.5962 3.0217 0.248
H -1.5118 -1.9575 4.0383 0.295
H 2.0823 -2.3427 0.9093 0.133
H -1.8283 0.9085 -3.6462 0.361
H -0.6458 1.3795 -4.5893 0.303
H 0.2425 -2.5636 1.2495 -0.008
H -1.6418 1.9649 3.1544 0.300
H -2.6258 -2.3076 -1.2086 0.245
H -0.9214 -1.0749 -0.4334 0.079
H 1.6937 3.6612 2.7760 0.281
H -1.4032 2.6142 -1.5138 0.319
H -0.4885 -2.4083 -4.3954 0.315
H 1.2248 -0.8573 4.4546 0.316
H -3.1863 0.3942 -2.1834 0.258
H 1.5780 1.0611 -2.6089 0.135
H 2.3816 1.5819 2.4715 0.412
H 3.1283 1.6130 -2.0256 0.505
H 0.8695 2.6664 3.5833 0.327
H 0.1173 1.0161 0.0936 0.122
H 2.4794 1.3979 0.2570 0.512
H 1.6978 2.4795 -1.4913 0.198
H 1.2472 4.2753 0.0444 0.289
H -3.8305 -2.5971 0.6367 0.297
H -0.7476 -1.0505 -3.9303 0.331
```

The calculation puts the frontier orbital gap at 9.20 eV. Its spin multiplicity is 1. The HOMO energy comes out at -11.574 eV. Its total charge is +1.

=====

# 3
Molecular formula: C4H42N2O15
Method: DFT, ωB97M-V/def2-TZVPD

Structure (XYZ):
```
63
Properties=species:S:1:pos:R:3:mulliken_charge:R:1
O 1.8373 -2.0111 3.0210 -0.602
O -2.8302 1.0613 2.1562 -0.669
O -0.8401 -4.4150 -0.0999 -0.726
O 3.3699 1.8415 -2.1487 -0.672
O 1.2834 1.2127 -3.8146 -0.586
O -3.1119 -1.2319 -2.8220 -0.685
O -0.9196 3.5659 3.4212 -0.588
O -1.1290 3.4863 -2.5113 -0.699
O -1.1574 -2.8447 -2.5247 -0.704
O 4.0209 -1.9802 1.3705 -0.638
O 4.7272 0.3233 0.0353 -0.570
O -4.3503 -2.0500 -0.6799 -0.710
O -0.8240 -1.0320 3.3801 -0.635
O -2.5593 -2.8088 1.1409 -0.626
O -2.3641 3.9882 0.2257 -0.601
N 0.4752 2.7616 0.1247 -0.404
N -0.3884 -0.3384 -0.4890 -0.242
C 1.0226 0.0012 -0.6175 2.611
C 1.4607 0.5275 0.7598 0.912
C 1.2951 2.0166 1.1127 -1.422
C 1.8602 -1.1141 -1.2265 -0.913
H -0.9250 0.2437 -1.1172 0.334
H 2.4841 0.2396 1.0817 -0.052
H -3.9198 -1.6291 0.0810 0.364
H 1.9837 1.0193 -4.4429 0.262
H 4.1705 1.3186 -2.0358 0.307
H 2.3203 2.4347 1.2437 0.437
H -0.8172 2.5800 -2.4499 0.335
H 1.6959 -2.5042 3.8331 0.239
H -3.1383 0.6066 1.3586 0.342
H -1.2098 -3.9017 -0.8614 0.407
H -1.9970 -2.3295 1.7686 0.231
H 4.3687 -0.4953 0.4066 0.331
H -0.7038 -2.6932 -3.3768 0.274
H -0.5696 4.0532 -1.9788 0.353
H 0.8869 0.0231 1.5414 -1.042
H -1.7170 4.0978 -0.4679 0.269
H -2.0793 -3.5869 0.7863 0.443
H -2.1384 -2.8283 -2.5945 0.305
H 0.4256 3.7181 0.4888 0.316
H -3.3714 -1.4301 -1.8966 0.464
H -1.4633 -1.2307 4.0690 0.266
H -3.8232 -1.4595 -3.4252 0.269
H -1.9309 1.3009 1.8969 0.237
H 5.6716 0.3382 0.2005 0.258
H -0.4942 -1.2592 -0.9236 -0.006
H 1.7660 1.4184 -3.0071 0.446
H 2.5617 -0.7814 -2.0247 0.186
H 1.0582 -1.4388 2.9699 0.350
H 4.6893 -2.6483 1.2163 0.263
H 2.5943 -1.5554 -0.5597 0.262
H 3.2146 -2.2818 1.8378 0.334
H 1.1955 -1.9660 -1.5038 0.120
H -3.1360 3.5122 -0.0806 0.297
H -3.9726 -2.9273 -0.4891 0.354
H 1.2268 0.8094 -1.4578 -1.555
H -0.4890 2.4899 0.2540 0.169
H 2.9459 1.8977 -1.2788 0.308
H -1.2422 3.0366 4.1578 0.292
H 0.0617 -4.0627 -0.1296 0.340
H -1.2110 -0.6046 2.5872 0.259
H -1.6812 4.0939 3.1573 0.308
H 0.9031 2.2630 2.1087 0.491
```

The calculation puts the frontier orbital gap at 9.39 eV. Its spin multiplicity is 1. The HOMO energy comes out at -9.327 eV. Its total charge is 0.

=====

# 4
Molecular formula: C4H4BaO
Method: DFT, ωB97M-V/def2-TZVPD

Structure (XYZ):
```
10
Properties=species:S:1:pos:R:3:mulliken_charge:R:1
Ba 4.9148 0.0431 -0.4439 0.652
O 2.2268 0.2972 0.1047 -0.498
C -0.1448 0.4936 0.1854 -0.362
C 1.0071 -0.1948 0.3253 -0.254
C -2.6250 0.5504 -0.2156 -0.596
C -1.4516 -0.1219 -0.0931 -0.024
H -0.0809 1.5867 0.1044 0.299
H 0.9602 -1.2782 0.5215 0.297
H -3.4632 -0.1751 -0.1100 0.240
H -1.3432 -1.2010 -0.3787 0.245
```

The calculation puts the frontier orbital gap (alpha / beta) at 6.07 / 5.08 eV. Its spin multiplicity is 1. The HOMO energy (alpha / beta) comes out at -6.681 / -5.584 eV. Its total charge is 0.

=====

# 5
Molecular formula: C4H4BeLiO5
Method: DFT, ωB97M-V/def2-TZVPD

Structure (XYZ):
```
15
Properties=species:S:1:pos:R:3:mulliken_charge:R:1
O -0.2615 1.6150 -0.4811 -0.160
O -3.0952 -0.2325 0.3811 -0.867
O 2.2024 0.7393 0.0825 -0.249
O -0.3546 -0.0512 0.9403 -0.214
O -3.0518 1.8914 -0.2193 -0.852
C -0.9436 0.8370 0.2441 0.697
C 2.5565 -0.6121 -0.0861 -0.055
C -2.4815 0.8368 0.1497 0.786
C 1.3167 -1.4241 -0.3088 -0.742
Be 0.7172 0.7353 0.2546 -0.336
Li -4.7252 0.8527 0.0349 0.912
H 1.0437 -2.2204 0.3892 0.336
H 3.1011 -0.9889 0.7993 0.205
H 0.7417 -1.2555 -1.2262 0.298
H 3.2341 -0.7226 -0.9541 0.241
```

The calculation puts the frontier orbital gap (alpha / beta) at 7.07 / 8.38 eV. Its spin multiplicity is 2. The HOMO energy (alpha / beta) comes out at -7.967 / -9.282 eV. The expectation value of S² is 0.754. Its total charge is 0.

=====

# 6
Molecular formula: C4H4Br2ClNO2S2
Method: DFT, ωB97M-V/def2-TZVPD

Structure (XYZ):
```
16
Properties=species:S:1:pos:R:3:mulliken_charge:R:1
Br 0.4472 0.9956 2.9082 -0.075
Br 3.0700 -2.3459 -0.0506 -0.078
Cl -0.6998 0.8923 -2.6206 -0.253
S 0.5201 -1.7987 1.5183 -0.086
S -1.0679 -0.5785 -1.2264 1.032
O -2.4490 -0.6181 -0.8500 -0.559
O -0.5142 -1.7853 -1.7921 -0.468
N -0.3981 1.8430 0.1655 -0.437
C -0.3509 -0.1866 1.5396 -0.241
C 1.2812 -0.0836 -0.3717 -0.501
C 1.6059 -1.2400 0.2643 0.308
C -0.0482 0.5122 0.2179 -0.027
H 1.6730 0.2683 -1.4215 0.344
H -1.4664 -0.3047 1.8742 0.462
H -0.2504 2.3083 -0.6835 0.348
H -1.3524 2.1219 0.5285 0.229
```

The calculation puts the frontier orbital gap at 8.60 eV. As for the structure (SMILES): N[C@@]1(S(=O)(=O)Cl)C=C(Br)S[C@H]1Br. Its spin multiplicity is 1. The HOMO energy comes out at -8.988 eV. Its total charge is 0.

=====

Electronic energy / hartree: -1777.93711 -1339.59511 -1415.65684 -255.32928 -553.38905 -6764.58870
Energy above the lowest of the compared OMol25 structures with the same formula, charge and spin / kcal per mole: 84.7 99.1 94.7 37.5 0.0 9.1